Here is a structure of composition C3H10N2O2 at a distorted geometry from OMol25. Energies are from ωB97M-V/def2-TZVPD.

Positions of all 17 atoms, in Å:
O  -0.5200  -0.1467  -1.7481
C  -1.3938  -0.9512  -1.4784
O  -1.7344  -1.3656  -0.2855
H  -2.0046  -1.4057  -2.2712
N  -0.8947  0.3469  1.3844
C  0.3353  1.0966  1.0010
C  1.4855  0.1239  0.7479
N  2.4634  0.7536  -0.1422
H  -1.1695  -0.5385  0.4398
H  -0.7845  -0.0777  2.2986
H  -1.7014  0.9603  1.4269
H  0.1123  1.5929  0.0590
H  0.5776  1.8419  1.7600
H  1.9728  -0.1386  1.6904
H  1.0514  -0.7736  0.3061
H  3.2537  0.1240  -0.2287
H  2.0442  0.7812  -1.0690

HOMO energy	-9.6	eV
DFT total energy	-10348.425	eV
gap between HOMO and LUMO	0.376	Ha
total charge	0
lowest unoccupied orbital energy	0.65	eV
ΔE to the lowest compared entry with this formula, charge and spin	24.5	kcal/mol